*A*
Below is 2 unconnected molecules or ions with the total composition C4H8NO3, with properties calculated with ωB97M-V/def2-TZVPD.

Values from the calculation:
Highest occupied orbital energy = -0.150 Ha
Charge = -1
LUMO energy = 3.380 eV

Each atom is followed by the atoms it is bonded to, with distances in Å.
Geometry (Å):
1 C -2.293 -0.459 -0.101  C2 1.567, H5 1.157, H6 1.075, H7 1.106
2 C -1.889 -0.292 1.404  C1 1.567, O3 1.246, O4 1.211
3 O -0.844 -0.864 1.770  C2 1.246
4 O -2.691 0.300 2.091  C2 1.211
5 H -2.039 0.489 -0.713  C1 1.157
6 H -3.332 -0.732 -0.083  C1 1.075
7 H -1.670 -1.299 -0.462  C1 1.106
8 C 3.085 0.135 -1.923  C9 1.585, H14 1.066, H15 0.959, H16 1.149
9 C 1.726 0.478 -1.182  C8 1.585, O10 1.197, N11 1.418
10 O 1.106 1.466 -1.450  C9 1.197
11 N 1.397 -0.513 -0.222  C9 1.418, H12 1.021, H13 1.031
12 H 0.549 -0.519 0.347  N11 1.021
13 H 2.149 -1.167 0.042  N11 1.031
14 H 3.059 0.437 -2.945  C8 1.066
15 H 3.330 -0.781 -1.781  C8 0.959
16 H 3.837 0.769 -1.329  C8 1.149

Atom charges from the Löwdin analysis, given in e for atoms 1 to 5: number 1, C, carries -0.059; number 2, C, carries -0.844; number 3, O, carries -0.118; number 4, O, carries -0.060; number 5, H, carries 0.085



*B*
Below is 2 unconnected molecules or ions with the total composition C4H8NO3, with properties calculated with ωB97M-V/def2-TZVPD.

Values from the calculation:
Highest occupied orbital energy = -0.143 Ha
Charge = -1
LUMO energy = 1.190 eV

Each atom is followed by the atoms it is bonded to, with distances in Å.
Geometry (Å):
1 O 0.614 1.947 -1.572  C2 1.245
2 C 0.460 0.737 -1.320  O1 1.245, N3 1.534, C4 1.646, H10 1.120
3 N -0.997 0.257 -1.321  C2 1.534, C4 1.403, H15 1.027
4 C -0.317 -0.127 -0.155  C2 1.646, N3 1.403, C5 1.553, C7 1.556
5 C -0.136 -1.663 -0.020  C4 1.553, O6 1.345, H12 1.118, H13 1.102
6 O 1.057 -2.056 -0.502  C5 1.345
7 C -0.788 0.663 1.100  C4 1.556, O8 1.310, H14 1.126, H16 1.146
8 O -0.600 0.055 2.245  C7 1.310
9 H 1.917 0.304 1.272  H11 0.745
10 H 1.106 -0.024 -1.829  C2 1.120
11 H 2.507 0.106 0.863  H9 0.745
12 H -0.115 -1.778 1.092  C5 1.118
13 H -0.966 -2.184 -0.524  C5 1.102
14 H -1.839 1.006 0.883  C7 1.126
15 H -1.603 1.069 -1.152  N3 1.027
16 H -0.301 1.687 0.941  C7 1.146

Atom charges from the Löwdin analysis, given in e for atoms 1 to 5: number 1, O, carries -0.027; number 2, C, carries -0.390; number 3, N, carries 0.143; number 4, C, carries -0.323; number 5, C, carries -0.322



Which structure is most stable? *A*, by 0.3103 hartree over the runner-up.



*A*
Below is 2 unconnected molecules or ions with the total composition C4H8NO3, with properties calculated with ωB97M-V/def2-TZVPD.

Values from the calculation:
Highest occupied orbital energy = -0.166 Ha
Charge = -1
LUMO energy = 4.131 eV

Each atom is followed by the atoms it is bonded to, with distances in Å.
Geometry (Å):
1 O -0.815 -0.060 -1.049  C2 1.255
2 C 0.211 -0.725 -1.335  O1 1.255, O3 1.255, C4 1.534
3 O 0.906 -1.437 -0.572  C2 1.255
4 C 0.661 -0.555 -2.792  C2 1.534, H5 1.092, H6 1.092, H7 1.091
5 H 1.568 -1.137 -2.970  C4 1.092
6 H -0.130 -0.888 -3.466  C4 1.092
7 H 0.864 0.497 -3.000  C4 1.091
8 O -0.946 2.490 0.640  C9 1.209
9 C -0.312 1.503 0.934  O8 1.209, C10 1.522, H12 1.099
10 C -0.827 0.436 1.889  C9 1.522, N11 1.475, H13 1.099, H14 1.091
11 N 0.318 -0.404 2.287  C10 1.475, H15 1.007, H16 1.028
12 H 0.736 1.379 0.626  C9 1.099
13 H -1.210 0.899 2.809  C10 1.099
14 H -1.643 -0.082 1.383  C10 1.091
15 H 0.079 -0.905 3.128  N11 1.007
16 H 0.539 -1.010 1.487  N11 1.028

Atom charges from the Löwdin analysis, given in e for atoms 1 to 5: number 1, O, carries -0.081; number 2, C, carries -0.764; number 3, O, carries -0.089; number 4, C, carries -0.053; number 5, H, carries 0.052



*B*
Below is 2 unconnected molecules or ions with the total composition C4H8NO3, with properties calculated with ωB97M-V/def2-TZVPD.

Values from the calculation:
Highest occupied orbital energy = -0.180 Ha
Charge = -1
LUMO energy = 4.019 eV

Each atom is followed by the atoms it is bonded to, with distances in Å.
Geometry (Å):
1 C -2.742 1.725 0.078  C2 1.551, H5 1.101, H6 1.097, H7 1.106
2 C -1.326 1.278 0.526  C1 1.551, O3 1.263, O4 1.247
3 O -1.117 0.036 0.435  C2 1.263
4 O -0.571 2.128 1.037  C2 1.247
5 H -2.645 2.140 -0.937  C1 1.101
6 H -3.113 2.405 0.854  C1 1.097
7 H -3.362 0.815 -0.022  C1 1.106
8 C 1.527 -2.214 -0.159  C9 1.505, H14 1.091, H15 1.106, H16 1.109
9 C 2.177 -0.888 -0.453  C8 1.505, O10 1.235, N11 1.343
10 O 3.329 -0.756 -0.878  C9 1.235
11 N 1.439 0.161 -0.056  C9 1.343, H12 1.004, H13 1.075
12 H 1.821 1.044 -0.343  N11 1.004
13 H 0.394 0.052 0.175  N11 1.075
14 H 0.486 -2.199 0.169  C8 1.091
15 H 2.147 -2.777 0.563  C8 1.106
16 H 1.557 -2.950 -0.989  C8 1.109

Atom charges from the Löwdin analysis, given in e for atoms 1 to 5: number 1, C, carries -0.046; number 2, C, carries -0.756; number 3, O, carries -0.106; number 4, O, carries -0.063; number 5, H, carries 0.062



Which structure is most stable? *B*, by 0.0429 hartree over the runner-up.



*A*
Below is a gas-phase ion, CH2N2O3S (charge -2), with properties calculated with ωB97M-V/def2-TZVPD.

Values from the calculation:
Highest occupied orbital energy = 0.065 Ha
Charge = -2
LUMO energy = 7.015 eV

Each atom is followed by the atoms it is bonded to, with distances in Å.
Geometry (Å):
1 C 0.220 0.335 -0.788  N2 1.661, N3 1.493, O5 1.237
2 N -0.597 -0.193 0.558  C1 1.661, S7 1.717
3 N -0.262 -0.552 -1.888  C1 1.493, H8 1.014, H9 1.019
4 O 0.878 -0.249 2.797  S7 1.548
5 O 1.200 1.057 -1.010  C1 1.237
6 O -1.179 1.174 2.652  S7 1.545
7 S 0.065 0.690 1.874  N2 1.717, O4 1.548, O6 1.545
8 H 0.381 -0.844 -2.615  N3 1.014
9 H -0.705 -1.418 -1.581  N3 1.019

Atom charges from the Löwdin analysis, given in e for atoms 1 to 5: number 1, C, carries -0.605; number 2, N, carries -0.301; number 3, N, carries -0.012; number 4, O, carries -0.699; number 5, O, carries -0.128



*B*
Below is a gas-phase ion, CH2N2O3S (charge -2), with properties calculated with ωB97M-V/def2-TZVPD.

Values from the calculation:
SMILES = NS12([O-])=N[C@@]1([O-])O2
Highest occupied orbital energy = 0.032 Ha
Charge = -2
LUMO energy = 6.913 eV

Each atom is followed by the atoms it is bonded to, with distances in Å.
Geometry (Å):
1 N 2.121 0.134 -0.308  S2 2.151, H8 1.093, H9 1.023
2 S 0.071 0.783 -0.229  N1 2.151, O3 1.512, N4 1.596, C5 2.196, O7 2.073
3 O 0.323 1.917 0.738  S2 1.512
4 N -0.377 -0.601 0.430  S2 1.596, C5 1.367
5 C -1.711 -0.433 0.184  S2 2.196, N4 1.367, O6 1.234, O7 1.296
6 O -2.466 -1.368 0.460  C5 1.234
7 O -1.989 0.675 -0.429  S2 2.073, C5 1.296
8 H 2.319 -0.532 -1.151  N1 1.093
9 H 1.708 -0.575 0.305  N1 1.023

Atom charges from the Löwdin analysis, given in e for atoms 1 to 5: number 1, N, carries -0.294; number 2, S, carries 0.734; number 3, O, carries -0.600; number 4, N, carries -0.254; number 5, C, carries -1.004



*C*
Below is a gas-phase ion, CH2N2O3S (charge -2), with properties calculated with ωB97M-V/def2-TZVPD.

Values from the calculation:
Highest occupied orbital energy = 0.047 Ha
Charge = -2
LUMO energy = 6.942 eV

Each atom is followed by the atoms it is bonded to, with distances in Å.
Geometry (Å):
1 C -1.170 -0.643 -0.304  N2 1.282, N3 1.568, O5 1.255
2 N -2.253 -0.624 0.381  C1 1.282, S7 1.748
3 N -0.087 -1.065 0.749  C1 1.568, H8 1.067, H9 1.037
4 O -4.372 0.383 1.415  S7 1.524
5 O -0.768 -0.469 -1.481  C1 1.255
6 O -4.451 -0.246 -1.043  S7 1.516
7 S -3.646 0.387 0.075  N2 1.748, O4 1.524, O6 1.516
8 H 0.933 -0.870 0.503  N3 1.067
9 H -0.523 -0.785 1.647  N3 1.037

Atom charges from the Löwdin analysis, given in e for atoms 1 to 5: number 1, C, carries -0.797; number 2, N, carries -0.209; number 3, N, carries -0.043; number 4, O, carries -0.673; number 5, O, carries -0.157



Which structure is most stable? *C*, by 0.0383 hartree over the runner-up.



*A*
Below is 3 unconnected molecules or ions with the total composition C2H10NO3, with properties calculated with ωB97M-V/def2-TZVPD.

Values from the calculation:
Highest occupied orbital energy = -0.136 Ha
Charge = -1
LUMO energy = 4.309 eV

Each atom is followed by the atoms it is bonded to, with distances in Å.
Geometry (Å):
1 C 1.837 -0.202 0.275  N2 1.526, H5 1.187, H6 1.126, H7 1.051
2 N 0.744 -1.009 0.968  C1 1.526, C3 1.440, H8 1.001
3 C -0.377 -0.194 1.357  N2 1.440, O4 1.398, H9 1.097, H10 1.082
4 O -0.883 0.669 0.381  C3 1.398
5 H 1.416 -0.031 -0.821  C1 1.187
6 H 2.850 -0.684 0.371  C1 1.126
7 H 1.671 0.752 0.685  C1 1.051
8 H 0.367 -1.640 0.288  N2 1.001
9 H -0.040 0.518 2.121  C3 1.097
10 H -1.120 -0.952 1.567  C3 1.082
11 H -0.554 2.307 -1.997  O13 0.943
12 H -0.217 1.383 -0.845  O13 0.982
13 O 0.090 1.670 -1.732  H11 0.943, H12 0.982
14 H -1.547 -0.264 -0.554  O16 0.960
15 H -2.599 -1.269 -0.976  O16 0.991
16 O -1.638 -1.055 -1.090  H14 0.960, H15 0.991

Atom charges from the Löwdin analysis, given in e for atoms 1 to 5: number 1, C, carries -0.114; number 2, N, carries -0.133; number 3, C, carries -0.445; number 4, O, carries -0.354; number 5, H, carries 0.097



*B*
Below is 3 unconnected molecules or ions with the total composition C2H10NO3, with properties calculated with ωB97M-V/def2-TZVPD.

Values from the calculation:
Highest occupied orbital energy = -0.143 Ha
Charge = -1
LUMO energy = 4.300 eV

Each atom is followed by the atoms it is bonded to, with distances in Å.
Geometry (Å):
1 C -1.198 -0.229 -0.324  O2 1.390, C3 1.518, H5 1.114, H6 1.128
2 O -0.785 0.619 0.697  C1 1.390
3 C -0.075 -0.707 -1.228  C1 1.518, N4 1.500, H7 1.092, H8 1.095
4 N 0.750 -1.840 -0.695  C3 1.500, H9 1.023, H10 1.023
5 H -1.663 -1.117 0.161  C1 1.114
6 H -2.015 0.231 -0.949  C1 1.128
7 H -0.432 -0.986 -2.222  C3 1.092
8 H 0.564 0.104 -1.592  C3 1.095
9 H 1.553 -1.888 -1.326  N4 1.023
10 H 1.170 -1.546 0.191  N4 1.023
11 H -0.334 2.159 0.060  O13 0.992
12 H 0.840 3.241 0.429  O13 0.952
13 O 0.133 3.005 -0.163  H11 0.992, H12 0.952
14 H 0.688 -0.137 3.043  O16 0.963
15 H 0.097 -0.179 1.636  O16 1.046
16 O 0.708 -0.728 2.283  H14 0.963, H15 1.046

Atom charges from the Löwdin analysis, given in e for atoms 1 to 5: number 1, C, carries -0.409; number 2, O, carries -0.345; number 3, C, carries -0.297; number 4, N, carries -0.020; number 5, H, carries 0.097



*C*
Below is 3 unconnected molecules or ions with the total composition C2H10NO3, with properties calculated with ωB97M-V/def2-TZVPD.

Values from the calculation:
Highest occupied orbital energy = -0.130 Ha
Charge = -1
LUMO energy = 3.329 eV

Each atom is followed by the atoms it is bonded to, with distances in Å.
Geometry (Å):
1 C 0.180 0.243 -0.077  O2 1.319, C3 1.602, H5 1.120, H6 1.122
2 O -0.905 -0.424 -0.425  C1 1.319
3 C 0.345 1.641 -0.842  C1 1.602, N4 1.510, H7 1.089, H8 1.095
4 N -0.999 2.327 -0.807  C3 1.510, H9 1.021, H10 0.995
5 H 1.210 -0.132 -0.308  C1 1.120
6 H 0.286 0.531 1.001  C1 1.122
7 H 0.617 1.508 -1.889  C3 1.089
8 H 1.054 2.212 -0.233  C3 1.095
9 H -1.614 1.554 -0.552  N4 1.021
10 H -1.155 2.593 -1.753  N4 0.995
11 H -2.144 -1.380 -0.499  O13 0.990
12 H -3.579 -1.241 -0.932  O13 0.945
13 O -2.985 -1.894 -0.596  H11 0.990, H12 0.945
14 H 2.766 -2.067 2.131  O16 0.980
15 H 3.398 -3.178 3.075  O16 0.967
16 O 3.525 -2.292 2.708  H14 0.980, H15 0.967

Atom charges from the Löwdin analysis, given in e for atoms 1 to 5: number 1, C, carries -0.510; number 2, O, carries -0.298; number 3, C, carries -0.277; number 4, N, carries -0.049; number 5, H, carries 0.069



Which structure is most stable? *B*, by 0.0263 hartree over the runner-up.